Density functional theory data (ωB97M-V with the def2-TZVPD basis set) for C22H36N4O3 in the gas phase.

Structure (ORCA input):
```
! wB97M-V def2-TZVPD RIJCOSX def2/J DEFGRID3
* xyz 0 1
C 3.06454 -3.22534 1.39686
O 1.81834 -2.59577 1.20607
C 1.94670 -1.38186 0.49057
C 0.57763 -0.77527 0.27130
C -0.12022 -0.38399 1.56898
C -1.45816 0.31109 1.31794
C -2.45877 -0.50847 0.52059
O -3.01291 -0.05819 -0.46971
N -2.70801 -1.75420 1.00139
C -3.57675 -2.68843 0.29675
C -2.75607 -3.63067 -0.58504
C -1.74534 -4.39534 0.26333
C -2.38365 -5.07859 1.48597
N -1.32595 -5.55202 2.40472
C -0.99424 -6.96254 2.33177
C -0.50498 -4.60982 2.94855
O -0.81559 -3.41729 2.93775
C 0.79639 -4.99565 3.53428
C 1.66519 -6.05101 3.35951
N 2.84476 -5.82651 3.99450
C 2.71381 -4.64448 4.56232
N 1.50391 -4.09281 4.32050
C 1.11075 -2.74896 4.75652
C 2.03588 -2.26172 5.85908
C 3.50256 -2.46224 5.49338
C 4.43857 -1.81766 6.50419
C 3.76090 -3.96222 5.37844
C -3.47463 -4.29438 2.23278
C -4.38807 -3.51786 1.28796
H 2.88761 -4.18204 1.88364
H 3.56968 -3.40018 0.43936
H 3.72671 -2.61496 2.02626
H 2.58756 -0.68631 1.05471
H 2.43958 -1.57347 -0.47210
H 0.69039 0.10527 -0.36834
H -0.03804 -1.49009 -0.28429
H -0.24858 -1.27304 2.18926
H 0.52464 0.29735 2.13389
H -1.92668 0.58056 2.26843
H -1.31080 1.23117 0.75264
H -2.10738 -2.12280 1.72791
H -4.23654 -2.08347 -0.32222
H -3.43945 -4.31779 -1.09413
H -2.23880 -3.05841 -1.35757
H -1.24412 -5.16178 -0.33344
H -0.96948 -3.70601 0.59745
H -2.86252 -5.98813 1.11349
H -0.52291 -7.28998 3.25407
H -1.91790 -7.52652 2.21466
H -0.33933 -7.19707 1.48694
H 1.52582 -6.94695 2.78244
H 1.15333 -2.09071 3.88807
H 0.07702 -2.77709 5.08870
H 1.82230 -1.20577 6.03728
H 1.82615 -2.79570 6.79267
H 3.66989 -2.00528 4.50975
H 4.26674 -2.23016 7.50159
H 5.48351 -1.99601 6.24505
H 4.28176 -0.73922 6.55536
H 3.77357 -4.40340 6.38148
H 4.73315 -4.17472 4.93216
H -4.05667 -5.00317 2.82695
H -3.01533 -3.60756 2.93689
H -5.05186 -2.87226 1.86584
H -5.02007 -4.20258 0.71431
*
```

## Properties
Structure (SMILES): COCCCCC(=O)N[C@H]1CC[C@@H](N(C)C(=O)c2cnc3n2CC[C@@H](C)C3)CC1
Max |F| in eV/A: 0.20
E_LUMO in eV: 0.70
E_HOMO in eV: -8.79
Orbital gap in eV: 9.5


Density functional theory data (ωB97M-V with the def2-TZVPD basis set) for a molecular structure, C22H36N8O6P2Sm at a distorted geometry.

Structure (ORCA input):
```
! wB97M-V def2-TZVPD RIJCOSX def2/J DEFGRID3
* xyz 1 6
Sm 0.62184 0.30780 0.82493
C -4.19306 -1.20560 -1.86937
N -3.11666 -1.27620 -0.89807
C -3.10126 -2.51320 -0.13247
P -2.64616 0.10260 -0.08887
O -1.49416 -0.19790 0.78383
O -2.22576 1.03830 -1.36197
P -0.78526 1.79750 -1.37347
O -0.36616 2.11960 0.00443
N -1.11576 3.11780 -2.29097
C -1.90156 3.02100 -3.50597
C -0.18526 4.23570 -2.26857
N 0.22684 0.56900 -1.99657
C 1.62654 0.97580 -2.24447
C -0.25596 -0.23060 -3.12487
N -3.75836 1.04790 0.69383
C -3.98816 0.79920 2.10733
C -4.88486 1.65310 0.00833
H -5.16856 -1.40830 -1.42067
H -4.01686 -1.94880 -2.64797
H -4.20996 -0.21670 -2.31967
H -4.06316 -2.70860 0.34863
H -2.32356 -2.45460 0.62653
H -2.88486 -3.33830 -0.80957
H -2.53716 2.14090 -3.45837
H -1.27346 2.97210 -4.39947
H -2.53096 3.90910 -3.58527
H 0.42964 4.18810 -1.37287
H -0.75796 5.16270 -2.27337
H 0.47154 4.22380 -3.14027
H 1.89554 1.86700 -1.66637
H 1.78374 1.20010 -3.30537
H 2.30094 0.15190 -1.96497
H -1.29536 -0.51300 -2.97147
H 0.35244 -1.13410 -3.19977
H -0.15876 0.31090 -4.07137
H -3.09796 0.34360 2.53543
H -4.84626 0.14110 2.27283
H -4.17826 1.74980 2.60733
H -4.63816 1.78860 -1.04167
H -5.08076 2.63420 0.44763
H -5.79156 1.04540 0.09803
C 0.91194 -4.58650 -1.55507
C 0.33574 -3.33570 -1.40517
C 0.93924 -2.37480 -0.60377
C 2.13104 -2.67570 0.06093
C 2.73204 -3.92130 -0.13507
C 2.11914 -4.86900 -0.93057
N 2.71384 -1.78300 0.97673
N 4.06174 -1.80810 1.12923
C 4.30404 -1.30250 2.33103
C 5.53964 -1.13110 2.98363
C 5.52734 -0.71800 4.28293
C 4.32764 -0.43040 4.97463
C 3.11424 -0.53840 4.35703
C 3.08994 -0.97080 3.01823
H 0.42404 -5.33670 -2.15677
H -0.59116 -3.09690 -1.90557
H 0.47284 -1.37260 -0.49827
H 3.67204 -4.11880 0.35683
H 2.57664 -5.83980 -1.04607
H 6.45294 -1.35970 2.45973
H 6.46094 -0.60450 4.81003
H 4.38444 -0.14380 6.01393
H 2.18254 -0.34580 4.87203
N 0.91584 1.92350 2.77193
N 1.73834 2.82850 2.02293
C 2.15274 2.46430 0.72153
O 2.22994 3.33770 -0.13047
O 2.41854 1.22820 0.56743
H 0.02654 2.38410 3.01263
H 1.39954 1.67120 3.64743
H 1.56424 3.82200 2.14453
O 0.77334 -1.17790 2.18083
C 2.06084 -1.28670 2.11583
*
```

## Properties
Max |F| in eV/A: 3.18
E_LUMO (alpha / beta) in eV: -2.14 / -2.13
E_HOMO (alpha / beta) in eV: -9.52 / -9.51
Orbital gap (alpha / beta) in eV: 7.4 / 7.4


Density functional theory data (ωB97M-V with the def2-TZVPD basis set) for a molecular structure, C22H36O2P2Sn at a distorted geometry.

Structure (ORCA input):
```
! wB97M-V def2-TZVPD RIJCOSX def2/J DEFGRID3
* xyz 2 1
P -0.48889 -2.22065 -2.17513
P -0.13949 1.69916 -2.65828
C -1.15858 -0.94504 -3.30360
C -0.22628 0.21825 -3.71082
H -2.14291 -0.60300 -2.93177
H -1.36649 -1.53246 -4.22021
H 0.78821 -0.15635 -3.91095
H -0.61152 0.60197 -4.66914
C -1.76651 2.46945 -2.70891
H -1.97885 3.04750 -1.80578
H -2.55260 1.72280 -2.85326
H -1.77451 3.14984 -3.56623
C 0.96375 2.80843 -3.55890
H 0.39331 3.24959 -4.38560
H 1.82280 2.27126 -3.98151
H 1.35728 3.61986 -2.94817
C -1.76444 -3.12303 -1.28430
H -1.34373 -3.65541 -0.41725
H -2.19580 -3.85954 -1.96877
H -2.57210 -2.45437 -0.94681
C 0.30840 -3.37918 -3.33510
H 1.12519 -2.87299 -3.85735
H -0.42989 -3.72845 -4.06235
H 0.71041 -4.22869 -2.77195
Sn -2.82954 -1.09272 1.55496
C 2.05479 1.72562 -0.98048
C 0.58953 1.55918 -1.02016
C -0.12044 0.33918 -0.32490
C 0.69132 -0.93343 -0.13033
C 1.22861 -1.67763 -1.45159
C 2.21066 -0.94933 -2.18135
C 3.35800 -0.43502 -1.43220
C 3.08663 0.83024 -0.50455
C -1.58256 -2.67039 2.50559
H 2.38550 2.73440 -1.21034
H 0.17747 2.49617 -0.56540
H -1.12825 0.17386 -0.77368
H -0.35951 0.70613 0.67798
H 1.51070 -0.67702 0.53632
H 0.05251 -1.61064 0.47955
H 1.62470 -2.66895 -1.12971
H 2.38619 -1.25824 -3.21976
H 4.12105 -0.13007 -2.15342
H 3.78624 -1.22882 -0.80283
H 2.95097 0.48835 0.52601
H 4.02274 1.41085 -0.50524
H -0.58801 -2.26683 2.72120
H -1.48775 -3.56840 1.88663
H -2.12218 -2.90294 3.43681
O -2.68507 0.01288 3.36025
C -1.43248 0.40434 3.43760
O -0.59865 0.19505 2.52819
C -1.00461 1.05972 4.68660
C -1.92988 1.15331 5.72440
C -1.53713 1.68648 6.93600
C -0.23282 2.15216 7.11116
C 0.68019 2.08574 6.05282
C 0.30046 1.53882 4.82918
H -2.95355 0.82783 5.52493
H -2.28571 1.77463 7.72487
H 0.05057 2.61096 8.05734
H 1.68260 2.49844 6.16063
H 0.96994 1.50715 3.95904
*
```

## Properties
Max |F| in eV/A: 5.28
E_LUMO (alpha / beta) in eV: -8.05 / -7.71
E_HOMO (alpha / beta) in eV: -12.74 / -12.58
Orbital gap (alpha / beta) in eV: 4.7 / 4.9


Question: Which formula does entry 1 have?
Answer: C22H36N4O3